Run 1
Below is 2 unconnected molecules or ions with the total composition CH6NOP, with properties calculated with ωB97M-V with the def2-TZVPD basis set.

The geometry in ORCA input format:
```
! wB97M-V def2-TZVPD RIJCOSX def2/J DEFGRID3
* xyz 0 1
N -0.13419 1.25302 0.76014
H -0.80477 -1.38845 -1.32073
H 0.26388 0.81489 -0.10985
C 0.26121 -1.23090 -1.51974
H 0.08040 -0.79517 1.88625
H 0.60802 1.66720 1.31864
H -0.79491 1.98372 0.49547
H 0.82390 -2.08945 -1.89311
O 0.79800 -0.14314 -1.35999
P -1.10153 -0.07171 1.74293
*
```

Results
highest occupied orbital energy	-6.37	eV


Run 2
Below is 2 unconnected molecules or ions with the total composition CH6NOP, with properties calculated with ωB97M-V with the def2-TZVPD basis set.

The geometry in ORCA input format:
```
! wB97M-V def2-TZVPD RIJCOSX def2/J DEFGRID3
* xyz 0 1
C -0.82387 -0.80615 -1.73677
H -0.54958 -0.32188 2.35642
H -1.09651 -1.74725 -1.29658
H 2.15989 1.26806 1.24590
H -0.21680 1.26092 2.09297
H -1.53185 -0.03421 -1.49734
P 1.42716 0.10413 0.99774
O 2.24784 -1.07628 1.25827
H 0.11313 -0.87849 -2.13465
N 0.18526 0.38115 2.17587
*
```

Results
highest occupied orbital energy (alpha / beta)	-9.04 / -8.48	eV


Energy relative to the most stable one, in eV: run 1 0.000; run 2 0.485


Run 1
Below is 2 unconnected molecules or ions with the total composition C5H15N3, with properties calculated with ωB97M-V with the def2-TZVPD basis set.

The geometry in ORCA input format:
```
! wB97M-V def2-TZVPD RIJCOSX def2/J DEFGRID3
* xyz 2 1
N 0.25878 -0.86903 0.42451
H -1.73769 0.05555 -0.77962
H 0.88282 1.12865 0.25962
C -0.69219 2.63309 -2.25781
H 2.25895 -1.42605 -0.32326
C 0.09951 0.44840 0.06161
C -1.05358 0.93686 -0.49737
H -1.22286 3.50142 -2.78474
H -1.30452 3.04599 -0.43265
H 0.80732 -1.72011 -1.42554
H 1.81743 -0.93309 2.15655
C 1.14056 -1.73005 -0.40601
H 1.10588 -3.18504 2.28367
H -0.61444 1.78249 -2.90016
H -2.45995 2.19887 -1.41089
H 0.12986 -0.38822 2.71395
C 0.84385 -1.19113 2.33005
N 0.49365 -2.50521 2.57516
H -0.28691 -2.80249 3.11610
H -0.61508 -1.36569 0.39200
N -1.41287 2.22148 -1.01679
H 0.38210 2.97304 -2.00992
H 1.17939 -2.80973 -0.06846
*
```

Results
highest occupied orbital energy	-17.68	eV


Run 2
Below is a gas-phase ion, C5H15N3 (charge +2), with properties calculated with ωB97M-V with the def2-TZVPD basis set.

The geometry in ORCA input format:
```
! wB97M-V def2-TZVPD RIJCOSX def2/J DEFGRID3
* xyz 2 1
H -2.62830 1.22851 -0.02493
H -3.68260 -1.18645 -0.73484
H 4.45966 1.30906 -1.10153
H 1.15545 -1.11549 0.56448
C -2.57071 0.24064 0.42607
H -0.37230 1.40087 -0.04228
H -2.73740 0.36885 1.49162
H 2.16848 1.32250 -0.51294
H 3.61635 -0.97945 0.60423
H 0.80807 0.36459 1.56674
C 3.47439 -0.05608 0.05346
H -1.53421 -1.20885 -0.83882
C -1.34935 -0.58990 0.02840
N 4.51619 0.44346 -0.58342
H -1.11944 -1.23306 0.85965
N -3.87709 -0.41488 -0.09078
C -0.13972 0.37013 -0.29059
C 1.05851 -0.06412 0.60041
H 5.22172 -0.23478 -0.84435
N 2.32028 0.56342 0.14288
H -4.48815 0.24951 -0.56145
H -4.35645 -0.96104 0.63259
H 0.05662 0.18256 -1.34460
*
```

Results
SMILES string	[NH2+]=CNCCCC[NH3+]
highest occupied orbital energy	-17.91	eV


Energy relative to the most stable one, in eV: run 1 3.488; run 2 0.000